{"formula": "C26H39BrClFI2N2O9PS", "method": "ωB97M-V with the def2-TZVPD basis set", "charge": 1, "elements": ["C", "C", "C", "Br", "C", "C", "N", "C", "C", "C", "C", "C", "C", "C", "C", "Cl", "C", "C", "C", "C", "S", "O", "O", "O", "C", "F", "P", "O", "O", "O", "N", "C", "O", "C", "C", "O", "C", "I", "C", "C", "I", "C", "C", "O", "H", "H", "H", "H", "H", "H", "H", "H", "H", "H", "H", "H", "H", "H", "H", "H", "H", "H", "H", "H", "H", "H", "H", "H", "H", "H", "H", "H", "H", "H", "H", "H", "H", "H", "H", "H", "H", "H", "H"], "positions_angstrom": [[-4.10395, -2.08915, -2.32141], [-3.65043, -0.80349, -1.58527], [-3.27750, -0.92944, -0.10213], [-4.41358, -2.27702, 0.78753], [-1.82337, -0.89967, 0.38696], [-1.29627, 0.56071, 0.60610], [-2.20016, 1.13916, 1.62953], [-1.51522, 1.58980, -0.54208], [-0.68015, 1.82522, -1.78859], [-0.68221, 1.00999, -2.92953], [0.04979, 1.33744, -4.07224], [0.79983, 2.51751, -4.12413], [0.80997, 3.35021, -3.00240], [0.08397, 3.01014, -1.86632], [0.10013, 0.43521, 1.31433], [1.31785, 1.54701, 0.56313], [0.10814, 0.95569, 2.77619], [0.01184, 2.47891, 2.94518], [1.30893, 3.13614, 3.42205], [1.15957, 4.66670, 3.36670], [1.97885, 5.23443, 1.91684], [1.13691, 5.02038, 0.77294], [3.30112, 4.70749, 1.84471], [2.03575, 6.78555, 2.22055], [0.72124, -1.06269, 1.36903], [2.01933, -0.77947, 1.62495], [0.22947, -2.05914, 2.91967], [1.20612, -1.84018, 3.98642], [0.10832, -3.58315, 2.52832], [-1.23856, -1.69396, 3.39636], [0.64997, -1.82598, 0.01941], [1.37533, -0.96621, -1.00375], [1.63502, -1.68401, -2.16767], [2.89329, -1.48393, -2.70874], [3.30060, -0.08388, -3.03310], [3.57270, -2.42143, -2.88924], [1.51152, -3.11438, 0.02419], [3.21626, -3.27922, 1.32776], [1.46759, -4.16810, -0.79678], [2.39250, -5.34100, -0.70864], [0.21684, -4.49523, -2.47754], [-0.86713, -1.99924, -0.24461], [-1.41216, -3.33933, 0.22260], [-0.98480, -1.76932, -1.62347], [-3.93048, -1.92573, -3.38151], [-5.17286, -2.21013, -2.20946], [-3.57394, -2.97960, -2.00115], [-2.85221, -0.37850, -2.17310], [-4.48555, -0.11697, -1.68198], [-3.73297, -0.06663, 0.35344], [-1.94241, -1.22451, 1.42055], [-2.98527, 1.61668, 1.21924], [-2.48919, 0.48052, 2.33799], [-1.56023, 2.56141, -0.05886], [-2.54056, 1.43453, -0.87481], [-1.26014, 0.10354, -2.95250], [0.04695, 0.69056, -4.93540], [1.35541, 2.80187, -5.00254], [1.35713, 4.27844, -3.02205], [0.09668, 3.68543, -1.02345], [-0.66703, 0.51620, 3.38276], [1.03869, 0.65667, 3.25250], [-0.70041, 2.65088, 3.75367], [-0.42398, 2.99953, 2.10223], [2.14371, 2.79269, 2.82359], [1.48031, 2.85460, 4.45502], [0.11458, 4.94335, 3.29583], [1.61896, 5.11926, 4.23786], [2.09469, 7.24371, 1.36834], [0.63237, -4.08149, 3.17323], [-1.17066, -1.31509, 4.28369], [0.83862, -0.05065, -1.22041], [2.32215, -0.68793, -0.55637], [2.56559, 0.62233, -2.66372], [4.22138, 0.09595, -2.48735], [3.45318, 0.02453, -4.09726], [3.41345, -5.05123, -0.93588], [2.12284, -6.09866, -1.43126], [2.33600, -5.81748, 0.26450], [-1.82745, -3.29331, 1.21950], [-2.21206, -3.62367, -0.44710], [-0.71038, -4.15941, 0.23967], [-1.58815, -2.41076, -2.01124]], "forces_ev_per_a": [[0.2520, 0.9137, -0.0954], [-0.3775, -0.9555, -0.5387], [-0.4761, 0.4244, -0.5991], [0.0680, -0.0092, 0.0345], [1.1651, -0.6316, 1.0427], [-1.0612, -0.0016, 0.5873], [0.3821, 0.1468, -0.1292], [0.2060, 0.2038, -0.5878], [0.8079, 0.2427, -0.6585], [0.0685, 0.2101, 0.0662], [0.3718, 0.6931, 0.1540], [-0.4263, -0.2729, 0.7398], [-0.3453, -0.4102, -0.1028], [-0.3102, -0.3595, -0.1922], [0.1173, 0.1282, 0.1853], [0.0140, -0.2211, -0.1184], [0.2376, 0.3237, 0.1584], [-0.2650, 0.0592, 0.7883], [-0.6302, 0.0470, -0.2890], [0.4463, -0.5700, 0.1896], [0.0145, -0.2432, -0.4683], [-0.2923, 0.1036, -0.0501], [0.2505, 0.0131, 0.2706], [-0.0789, 0.0928, 0.0166], [-0.1492, 1.4274, -0.1583], [0.1766, -0.3587, 0.0286], [0.6349, -0.5566, 1.6252], [0.0731, 0.3788, -0.2518], [-0.1431, 0.0001, -0.3935], [-0.3369, 0.1015, -0.5700], [1.1199, -0.5534, 0.7488], [0.4394, 0.7176, -1.1105], [-0.7004, 0.1607, 0.2960], [-0.1833, 0.7960, 0.0643], [-0.4287, 0.1454, 0.9195], [0.9158, -1.6362, -0.4402], [0.3378, -0.5401, 0.5855], [-0.2421, 0.2290, -0.1226], [-0.7159, 0.4310, -0.6902], [0.0157, -0.4768, -0.2222], [0.1041, -0.1484, 0.0114], [-2.0496, 0.6965, -1.3044], [0.2336, -0.5007, 0.0558], [0.3838, -0.1645, 0.1065], [0.0691, -0.1843, -0.1981], [-0.1106, -0.4208, 0.2199], [-0.0881, -0.2646, 0.0231], [0.2710, 0.2282, 0.2973], [-0.0951, 0.2269, 0.2102], [0.2255, 0.2467, 0.2402], [0.0716, 0.0300, 0.0031], [-0.1554, -0.0281, 0.0897], [-0.2297, -0.0424, -0.0749], [0.1962, 0.0941, 0.2725], [-0.1322, -0.2165, -0.0222], [0.0332, -0.1048, 0.0316], [-0.1551, -0.1711, -0.0502], [0.0460, -0.0807, -0.1766], [0.1082, 0.1197, 0.0336], [0.0484, 0.0561, 0.1252], [-0.2332, -0.1489, -0.2040], [0.2407, -0.2073, -0.1583], [-0.2502, 0.0005, -0.0295], [0.1739, -0.1030, -0.3624], [0.2876, 0.0681, 0.0600], [0.1935, -0.1460, 0.1338], [-0.1065, 0.2877, 0.0094], [0.1006, 0.3068, -0.0354], [-0.0078, 0.1889, 0.0028], [0.1164, -0.1619, -0.0376], [-0.0952, -0.0117, 0.1482], [-0.5651, -0.2270, 0.0957], [0.0071, -0.0343, 0.4331], [-0.1495, 0.2886, -0.2684], [0.3229, 0.0815, -0.2094], [0.0696, 0.0360, -0.1891], [0.1792, 0.1158, 0.1344], [-0.0992, -0.0594, -0.1375], [0.1620, 0.0803, 0.2440], [-0.1313, 0.1785, 0.0397], [-0.2335, 0.0091, -0.0644], [0.1508, 0.0830, -0.1254], [0.1404, -0.1895, -0.0859]]}

{"formula": "C26H39BrN2O9S", "method": "ωB97M-V with the def2-TZVPD basis set", "smiles": "C=CC[C@]1(Br)NC(=O)[C@](C)(OCC)[C@]1(N=C=S)OCCC.O=C1CCCO1.O=C1CCCO1.O=C1CCCO1", "elements": ["C", "C", "C", "C", "Br", "N", "C", "O", "C", "C", "O", "C", "C", "C", "N", "C", "S", "O", "C", "C", "C", "H", "H", "H", "H", "H", "H", "H", "H", "H", "H", "H", "H", "H", "H", "H", "H", "H", "H", "H", "H", "H", "O", "C", "O", "C", "C", "C", "H", "H", "H", "H", "H", "H", "O", "C", "O", "C", "C", "C", "H", "H", "H", "H", "H", "H", "O", "C", "O", "C", "C", "C", "H", "H", "H", "H", "H", "H"], "positions_angstrom": [[-2.86390, 3.15512, 0.42339], [-3.34738, 2.74610, -0.75104], [-2.47412, 2.25662, -1.89323], [-2.05843, 0.77868, -1.70516], [-3.76546, -0.20066, -1.36447], [-1.28550, 0.64349, -0.42986], [-0.19153, -0.17668, -0.77257], [0.28706, -1.06895, -0.13611], [0.25723, 0.33360, -2.19567], [1.32875, -0.65200, -2.66945], [0.52054, 1.70082, -2.26353], [1.87192, 2.08860, -2.06160], [2.38358, 1.79483, -0.63987], [-1.13925, 0.16681, -2.88476], [-1.49935, -1.26393, -2.90037], [-2.09992, -1.74227, -3.83822], [-3.06992, -2.37287, -4.90124], [-1.45012, 0.96215, -3.96075], [-0.51027, 0.97658, -5.03753], [-1.01117, 0.26660, -6.31748], [-0.20982, -1.03124, -6.56176], [-3.40017, 3.06590, 1.36030], [-1.85219, 3.55847, 0.46016], [-4.41851, 2.80417, -0.91417], [-1.57821, 2.88040, -1.89040], [-3.03959, 2.39505, -2.81279], [-1.86643, 0.07204, 0.18041], [0.91164, -1.61804, -2.94339], [2.09925, -0.82836, -1.92136], [1.84132, -0.26685, -3.55640], [2.54585, 1.72074, -2.83915], [1.87343, 3.17588, -2.16001], [3.12124, 2.53746, -0.34332], [1.52256, 1.93680, 0.02240], [2.72967, 0.77198, -0.50716], [-0.34553, 2.02877, -5.28384], [0.46344, 0.56648, -4.77569], [-2.07798, 0.06903, -6.21513], [-0.89623, 0.93283, -7.17385], [0.74757, -0.79812, -7.03118], [0.04841, -1.46857, -5.59115], [-0.76452, -1.78462, -7.11733], [4.29579, 0.06954, 4.39594], [3.44286, -0.62138, 3.91312], [2.28127, -0.12500, 3.44141], [1.41314, -1.19861, 3.02494], [2.33834, -2.37437, 2.75802], [3.45646, -2.13170, 3.76900], [0.70424, -1.40245, 3.83075], [0.86377, -0.89664, 2.13881], [1.84572, -3.33901, 2.86058], [2.73704, -2.30711, 1.74444], [3.23634, -2.57641, 4.74125], [4.42371, -2.47508, 3.41238], [7.62842, -2.87112, 8.96520], [7.41694, -2.30094, 7.93543], [6.17023, -2.07094, 7.46183], [6.23528, -1.46169, 6.15507], [7.61499, -0.82513, 6.08572], [8.44478, -1.76722, 6.95533], [6.10153, -2.24340, 5.40298], [5.44143, -0.73710, 6.05312], [7.98538, -0.71592, 5.06828], [7.58641, 0.16594, 6.54081], [8.84740, -2.60529, 6.38435], [9.24580, -1.25557, 7.48120], [-6.48615, 2.16495, 0.78075], [-7.29162, 1.51684, 0.18161], [-8.44972, 2.03916, -0.29176], [-9.25974, 1.00285, -0.87070], [-8.28785, -0.11377, -1.22291], [-7.22750, 0.03586, -0.13529], [-10.00121, 0.69090, -0.13168], [-9.77722, 1.40118, -1.74032], [-8.75656, -1.09549, -1.25713], [-7.84026, 0.07927, -2.19943], [-7.48166, -0.52493, 0.76556], [-6.23580, -0.24307, -0.48435]], "forces_ev_per_a": [[0.5189, -0.0153, -0.3417], [0.0002, 0.1708, 0.1840], [-0.5002, 0.9061, 0.2953], [-0.3346, 1.3168, 0.8850], [0.3078, -0.1342, -0.5489], [-0.3033, -2.3009, -1.0409], [0.0197, 1.8704, -0.4760], [0.1700, -0.0895, 0.3041], [-0.1173, -2.2213, -0.1860], [0.5614, 0.6267, -0.8390], [0.5129, -0.2449, -0.1549], [0.5973, 0.7389, 0.8214], [-0.9067, 0.0477, -0.2912], [-1.4129, 1.1277, 2.3697], [0.6524, 0.4107, -1.7047], [-0.8345, -0.2782, 0.3744], [0.5287, 0.0512, 0.2841], [0.7315, -1.1071, -0.4117], [-0.0286, 0.6209, -1.3268], [0.3459, -0.3668, 0.3089], [-0.1365, 0.3143, 0.5456], [-0.4843, 0.8647, -0.2250], [0.2370, -0.8446, 0.2980], [-0.1017, -0.9878, 0.2398], [0.1665, -0.2980, -0.3278], [0.3421, -0.1880, -0.2056], [0.1181, 0.6182, 0.6492], [-0.2070, 0.0678, 0.1810], [-0.1756, 0.0564, 0.1736], [-0.0499, -0.0763, 0.0575], [-0.1725, -0.2719, -0.0091], [-0.2463, -0.0591, -0.1885], [0.2603, -0.2462, -0.0527], [0.1394, -0.0049, 0.0923], [0.2354, 0.0833, 0.0380], [-0.0717, 0.0160, 0.2821], [-0.1573, -0.0197, 0.3479], [0.0175, -0.0238, 0.0371], [-0.0216, 0.0306, 0.0453], [-0.1076, -0.1170, -0.2207], [-0.1218, -0.1632, -0.0898], [0.1354, 0.0930, -0.2090], [-0.1509, 0.1873, -0.2727], [0.0804, -0.0672, 0.2805], [0.0467, -0.0117, -0.0360], [-0.1995, -0.1358, -0.1165], [0.1163, -0.1176, 0.0440], [-0.2207, -0.0149, -0.4458], [0.0590, 0.0171, 0.0495], [0.0412, 0.1715, 0.0334], [-0.0453, 0.0375, 0.0356], [-0.0526, 0.0107, -0.0103], [0.0928, 0.0159, 0.0327], [0.0930, 0.0218, 0.2184], [-0.1516, 0.0507, 0.0545], [0.2252, -0.2445, -0.0011], [0.0551, 0.0081, -0.0184], [0.1216, 0.0672, 0.0638], [0.1836, -0.0469, -0.0251], [-0.2578, 0.4484, -0.1484], [0.0244, -0.0256, 0.0212], [-0.1439, -0.0684, 0.1240], [-0.0573, -0.0372, -0.0138], [-0.0318, 0.0003, -0.0223], [0.0593, -0.0276, 0.0710], [0.0999, -0.2219, 0.0654], [-0.0372, 0.1619, -0.0807], [0.1928, -0.1536, 0.2961], [0.0091, 0.0061, -0.0642], [-0.0997, -0.1054, -0.0980], [0.0702, -0.1306, 0.0162], [-0.2322, -0.0364, -0.4931], [0.0209, -0.0048, 0.0162], [0.0221, 0.1519, 0.0657], [-0.0476, 0.0325, 0.0385], [-0.0192, 0.0055, 0.0023], [0.0894, 0.0167, 0.0388], [-0.0620, 0.0654, 0.3141]]}

Number 1: HOMO -11.49 eV. Number 2: HOMO -8.94 eV.